The following is a quantum chemistry calculation of a structure of composition C4H6P2 at a distorted geometry, from OMol25.

LUMO   0.033 hartree
Highest occupied orbital energy   -8.785 eV
Energy relative to the best compared isomer or geometry (same formula, charge and spin)   3.8486 eV
HOMO-LUMO gap   9.69 eV

Each line ends with the natural charge from an NBO analysis.
CARTESIAN COORDINATES (ANGSTROEM)
C 0.120 -0.439 -1.662  -0.176
C 0.720 -1.117 -0.553  -0.474
C 1.301 0.260 -2.072  -0.473
C 0.816 0.512 -0.543  -0.373
P 2.388 -0.500 -0.850  0.747
P -1.743 0.094 2.796  0.008
H -0.905 -0.348 -1.971  0.245
H 0.262 -1.699 0.225  0.253
H 1.417 1.038 -2.803  0.253
H -0.523 0.148 2.143  0.003
H -1.473 1.253 3.507  -0.006
H -2.381 0.797 1.784  -0.007

The following is a quantum chemistry calculation of an isolated molecule of C4H6P2 at a distorted geometry, from OMol25.

LUMO (alpha / beta)   -0.014 / -0.016 hartree
SMILES string   PC1=[PH]=CC=C1
Highest occupied orbital energy (alpha / beta)   -7.956 / -7.973 eV
Energy relative to the best compared isomer or geometry (same formula, charge and spin)   2.2069 eV
HOMO-LUMO gap (alpha / beta)   7.57 / 7.54 eV

Each line ends with the natural charge from an NBO analysis.
CARTESIAN COORDINATES (ANGSTROEM)
P 1.124 1.477 1.906  0.338
C 0.137 0.732 0.498  -0.630
P 0.426 0.835 -1.274  0.588
C -0.707 -0.589 -1.564  -0.500
C -1.256 -1.087 -0.412  -0.260
C -0.951 -0.512 0.799  -0.198
H 1.960 2.291 0.977  -0.021
H 2.101 0.509 1.660  -0.017
H 1.581 0.069 -1.180  0.028
H -0.942 -1.031 -2.547  0.231
H -1.933 -2.060 -0.510  0.224
H -1.541 -0.633 1.647  0.216

The following is a quantum chemistry calculation of an isolated molecule of C4H6S at a distorted geometry, from OMol25.

LUMO   0.030 hartree
Highest occupied orbital energy   -7.912 eV
Energy relative to the best compared isomer or geometry (same formula, charge and spin)   3.0812 eV
HOMO-LUMO gap   8.74 eV

Each line ends with the natural charge from an NBO analysis.
CARTESIAN COORDINATES (ANGSTROEM)
C -0.941 -0.997 0.265  -0.433
C 0.136 -0.211 0.208  0.064
C -1.171 1.315 -0.234  -0.513
C 1.567 -0.321 -0.019  -0.696
S -2.332 -0.092 0.033  0.250
H -0.910 -2.035 0.649  0.219
H -1.243 1.815 0.680  0.212
H -1.185 1.721 -1.171  0.205
H 1.790 -1.031 -0.918  0.223
H 2.206 -0.687 0.827  0.230
H 2.083 0.522 -0.321  0.240

The following is a quantum chemistry calculation of an isolated molecule of C4H6S at a distorted geometry, from OMol25.

LUMO   0.032 hartree
SMILES string   CC#CCS
Highest occupied orbital energy   -9.069 eV
Energy relative to the best compared isomer or geometry (same formula, charge and spin)   1.5658 eV
HOMO-LUMO gap   9.94 eV

Each line ends with the natural charge from an NBO analysis.
CARTESIAN COORDINATES (ANGSTROEM)
C 3.077 -0.380 -0.051  -0.679
C 1.654 0.111 0.043  0.023
C 0.531 0.456 0.051  -0.069
C -0.836 0.986 -0.005  -0.517
S -2.054 -0.497 -0.082  -0.067
H 3.705 0.088 -0.794  0.237
H 3.558 -0.184 0.980  0.233
H 2.973 -1.505 -0.180  0.240
H -0.924 1.467 -0.943  0.234
H -1.145 1.672 0.747  0.235
H -1.857 -0.621 1.275  0.131